1.
Molecular formula: C48H38GeN4Pd
Method: DFT, ωB97M-V with the def2-TZVPD basis set

The orbital gap (alpha / beta) is 4.671 / 5.334 eV. The LUMO energy (alpha / beta) comes out at -0.0403 / -0.0773 Eh. The expectation value of S² is 6.13. Its maximum force is 0.4 eV Å⁻¹. As for the total energy: -116344.558 eV. Its molar mass is 849.9 g mol⁻¹. The HOMO energy (alpha / beta) is -5.77 / -7.44 eV.

ORCA input file:
```
! wB97M-V def2-TZVPD RIJCOSX def2/J DEFGRID3
* xyz 0 5
Pd 0.127 0.388 0.228
C 4.424 2.111 5.544
C 4.496 2.850 4.367
C 4.050 2.323 3.171
C 3.510 1.016 3.094
C 3.440 0.290 4.312
C 3.887 0.829 5.501
C 2.998 0.484 1.862
C 2.936 1.303 0.647
C 3.925 2.045 0.022
C 3.330 2.700 -1.064
C 1.972 2.362 -1.067
C 0.911 2.880 -1.872
C 1.161 3.273 -3.251
C 2.307 2.789 -3.919
C 2.584 3.127 -5.232
C 1.721 3.948 -5.949
C 0.564 4.401 -5.329
C 0.284 4.068 -4.015
C -0.434 2.913 -1.281
N -0.916 1.874 -0.575
C -2.242 2.120 -0.238
C -3.134 1.157 0.232
C -4.558 1.570 0.421
C -4.925 2.229 1.591
C -6.242 2.619 1.791
C -7.203 2.357 0.821
C -6.841 1.704 -0.349
C -5.522 1.314 -0.549
C -2.807 -0.174 0.488
C -3.728 -1.241 0.741
C -3.000 -2.365 0.962
C -1.616 -2.000 0.901
N -1.529 -0.664 0.592
C -0.546 -2.805 1.264
C 0.760 -2.327 1.457
C 1.816 -2.999 2.096
C 2.822 -2.066 2.301
C 2.363 -0.837 1.808
N 1.143 -1.011 1.249
C -0.828 -4.220 1.656
C -0.790 -5.260 0.734
C -1.052 -6.566 1.136
C -1.352 -6.842 2.461
C -1.389 -5.807 3.388
C -1.127 -4.505 2.987
C -2.557 3.418 -0.686
C -1.437 3.912 -1.325
N 1.755 1.509 -0.005
H 4.767 2.531 6.481
H 4.901 3.854 4.385
H 4.102 2.930 2.278
H 3.004 -0.696 4.317
H 3.810 0.245 6.411
H 4.962 2.088 0.321
H 3.807 3.393 -1.740
H 2.968 2.106 -3.401
H 3.477 2.733 -5.704
H 1.936 4.210 -6.977
H -0.135 5.021 -5.877
H -0.636 4.428 -3.586
H -4.174 2.430 2.347
H -6.521 3.131 2.704
H -8.230 2.662 0.976
H -7.584 1.503 -1.111
H -5.232 0.807 -1.463
H -4.803 -1.142 0.736
H -3.366 -3.358 1.177
H 1.818 -4.044 2.366
H 3.782 -2.235 2.764
H -0.550 -5.054 -0.302
H -1.018 -7.366 0.406
H -1.554 -7.859 2.774
H -1.622 -6.012 4.426
H -1.154 -3.694 3.707
H -3.520 3.895 -0.585
H -1.337 4.898 -1.748
C 2.553 -2.529 -1.490
Ge 0.915 -1.928 -2.357
C -0.509 -3.265 -2.312
C 1.204 -1.503 -4.244
C 0.350 -0.201 -1.674
H 2.777 -3.561 -1.769
H 2.456 -2.472 -0.406
H 3.383 -1.890 -1.800
H -0.111 -4.217 -2.674
H -1.317 -2.949 -2.976
H -0.917 -3.395 -1.312
H 1.542 -2.398 -4.771
H 1.947 -0.714 -4.373
H 0.262 -1.173 -4.688
H 0.059 0.594 -2.349
*
```

2.
Molecular formula: C4H12
Method: DFT, ωB97M-V with the def2-TZVPD basis set

Its energy above the lowest of the compared OMol25 structures with the same formula, charge and spin is 25.9 kcal per mole. The orbital gap is 12.351 eV. The LUMO energy comes out at 0.0413 Eh. Its maximum force is 2.9 eV Å⁻¹. As for the total energy: -4341.405 eV. Its molar mass is 60.1 g mol⁻¹. The HOMO energy is -11.23 eV.

ORCA input file:
```
! wB97M-V def2-TZVPD RIJCOSX def2/J DEFGRID3
* xyz 0 1
C -0.389 1.732 -1.229
C 1.150 1.778 -0.965
H -0.834 0.808 -1.620
H -0.798 1.838 -0.218
H -0.795 2.356 -2.009
H 1.548 0.840 -1.385
H 1.614 2.721 -1.230
H 1.441 1.634 0.108
C -1.007 -1.443 1.469
C 0.271 -2.014 0.775
H -1.095 -1.907 2.428
H -1.065 -0.365 1.562
H -1.889 -1.692 0.861
H 0.933 -2.838 1.027
H 0.905 -1.098 0.674
H 0.009 -2.350 -0.248
*
```

3.
Molecular formula: C10H9CdCl2NO
Method: DFT, ωB97M-V with the def2-TZVPD basis set

The orbital gap is 6.105 eV. The LUMO energy comes out at -0.0447 Eh. Its maximum force is 2.7 eV Å⁻¹. As for the total energy: -43661.082 eV. Its molar mass is 342.5 g mol⁻¹. The HOMO energy is -7.32 eV.

ORCA input file:
```
! wB97M-V def2-TZVPD RIJCOSX def2/J DEFGRID3
* xyz 0 1
Cd -0.529 1.547 -0.835
C -2.235 4.205 -3.087
H -2.071 3.599 -3.971
H -3.259 4.177 -2.697
H -2.024 5.242 -3.368
H -1.540 3.866 -2.290
H -0.219 2.496 0.554
Cl -3.403 -1.897 1.531
C -1.726 -1.886 1.377
C -0.924 -2.880 1.956
C 0.463 -2.907 1.856
Cl 1.360 -4.152 2.600
C 1.149 -1.872 1.126
C 2.541 -1.777 0.958
C 3.104 -0.739 0.259
C 2.297 0.246 -0.295
N 0.962 0.153 -0.166
C 0.363 -0.857 0.534
C -1.108 -0.837 0.642
O -1.835 0.054 0.113
H -1.414 -3.667 2.513
H 3.163 -2.540 1.399
H 4.175 -0.670 0.139
H 2.710 1.095 -0.846
*
```

4.
Molecular formula: C3H5NS4
Method: DFT, ωB97M-V with the def2-TZVPD basis set

Its energy above the lowest of the compared OMol25 structures with the same formula, charge and spin is 77.7 kcal per mole. The orbital gap is 7.698 eV. The LUMO energy comes out at -0.0165 Eh. Its maximum force is 5.2 eV Å⁻¹. As for the total energy: -48019.233 eV. Its molar mass is 183.3 g mol⁻¹. The HOMO energy is -8.15 eV.

ORCA input file:
```
! wB97M-V def2-TZVPD RIJCOSX def2/J DEFGRID3
* xyz 0 1
C -1.766 0.052 0.428
C 1.591 0.714 0.006
C 0.311 -1.425 -0.079
H -1.090 1.753 -0.725
H 1.410 0.773 -1.031
H 2.507 1.407 0.008
H 0.160 -2.635 -0.722
H -0.224 -0.528 -0.838
N -0.960 0.992 0.022
S -3.407 -0.172 0.124
S 0.446 1.448 1.132
S 1.997 -1.076 0.284
S -0.976 -1.304 1.392
*
```

5.
Molecular formula: C4H7OP
Method: DFT, ωB97M-V with the def2-TZVPD basis set

Its energy above the lowest of the compared OMol25 structures with the same formula, charge and spin is 79.7 kcal per mole. The orbital gap (alpha / beta) is 7.887 / 7.579 eV. The LUMO energy (alpha / beta) comes out at -0.0475 / -0.0490 Eh. Its maximum force is 6.7 eV Å⁻¹. As for the total energy: -15593.983 eV. Its molar mass is 102.1 g mol⁻¹. The HOMO energy (alpha / beta) is -9.18 / -8.91 eV.

ORCA input file:
```
! wB97M-V def2-TZVPD RIJCOSX def2/J DEFGRID3
* xyz 0 1
H -2.068 -1.741 2.120
P -2.693 -0.784 1.211
C -1.368 -0.291 -0.209
C -2.037 0.384 -1.227
O -3.259 0.418 -1.268
C 0.162 -0.542 -0.128
C 0.868 0.795 -0.075
H -1.410 0.771 -1.980
H 0.373 -1.091 -1.066
H 0.504 -1.042 0.880
H 1.975 0.523 -0.075
H 0.816 1.175 0.948
H 0.481 1.600 -0.680
*
```

6.
Molecular formula: C6H10N
Method: DFT, ωB97M-V with the def2-TZVPD basis set

Its energy above the lowest of the compared OMol25 structures with the same formula, charge and spin is 112.5 kcal per mole. The orbital gap (alpha / beta) is 7.931 / 7.931 eV. The LUMO energy (alpha / beta) comes out at -0.1923 / -0.1923 Eh. Its maximum force is 4.8 eV Å⁻¹. As for the total energy: -7861.468 eV. Its molar mass is 96.2 g mol⁻¹. The HOMO energy (alpha / beta) is -13.16 / -13.16 eV.

ORCA input file:
```
! wB97M-V def2-TZVPD RIJCOSX def2/J DEFGRID3
* xyz 1 1
C -0.194 0.987 2.999
C -0.030 0.242 2.076
C -0.866 1.565 -0.276
C 1.913 -0.587 0.010
C -1.222 -0.580 -1.231
C -0.112 -0.403 0.874
N -0.716 0.289 -0.215
H -0.059 1.498 3.881
H -0.867 2.304 0.602
H -1.464 1.993 -1.098
H 2.207 0.423 -0.050
H 2.143 -1.378 0.704
H 1.890 -0.857 -1.034
H -2.097 -1.072 -0.954
H -0.633 -1.440 -1.435
H -1.554 -0.112 -2.288
H -0.049 -1.450 0.780
*
```

7.
Molecular formula: CH5NOSi
Method: DFT, ωB97M-V with the def2-TZVPD basis set

Its energy above the lowest of the compared OMol25 structures with the same formula, charge and spin is 128.9 kcal per mole. The orbital gap (alpha / beta) is 9.206 / 9.653 eV. The LUMO energy (alpha / beta) comes out at 0.0023 / 0.0160 Eh. Its maximum force is 8.3 eV Å⁻¹. As for the total energy: -12526.944 eV. Its molar mass is 75.1 g mol⁻¹. The HOMO energy (alpha / beta) is -9.14 / -9.22 eV.

ORCA input file:
```
! wB97M-V def2-TZVPD RIJCOSX def2/J DEFGRID3
* xyz 0 1
C 1.998 0.173 0.253
N 0.928 -1.181 -0.374
O -0.276 -0.751 -0.591
Si -1.544 0.094 -0.113
H 2.834 -0.267 0.646
H 1.734 1.132 0.219
H -2.399 0.166 -1.187
H -2.315 -0.756 0.857
H -0.959 1.390 0.289
*
```